No. 1
DFT (wB97M-V/def2-TZVPD) results for 2 unconnected molecules or ions with the total composition C4H13N3 at a distorted geometry.

Structure (XYZ):
```
20
Properties=species:S:1:pos:R:3:forces:R:3
N 1.2851 -0.5807 0.3054 -1.992 3.099 -0.661
N 2.9903 0.7217 -0.5976 -1.821 0.123 -0.058
N 0.2653 0.5461 0.2265 0.738 -2.156 -1.561
C -3.3397 0.3037 -0.3073 2.076 -1.150 -0.593
C 0.6276 -1.8782 0.3461 4.324 -0.480 3.637
C 0.4508 1.6887 0.7182 -0.228 -0.414 0.615
C 2.4602 -0.4298 -0.2750 1.249 -2.075 1.265
H 2.3879 1.5395 -0.7414 0.683 -0.407 0.206
H 1.1247 -2.4335 -0.3785 0.086 -1.492 -1.373
H -2.4042 -0.0215 0.2845 -1.279 -0.125 -0.816
H -2.6746 0.3582 -1.3334 -1.655 -0.157 1.676
H 0.9819 -2.2783 1.3585 -0.881 0.021 -1.288
H -3.9455 -0.3966 -1.0813 0.726 1.029 1.018
H 3.1078 -1.4295 -0.3071 -1.343 2.411 -0.150
H 1.2164 1.9141 1.4521 0.268 0.498 -0.210
H -3.6252 1.2915 -0.0155 -0.327 1.112 -0.780
H -0.3871 -1.9091 0.3336 -2.767 0.482 -0.443
H -4.1207 -0.1572 0.3749 0.261 -0.697 -0.569
H 3.9543 0.7888 -0.7615 1.384 0.156 -0.581
H -0.3551 2.3619 0.3987 0.498 0.223 0.667
```
Positions in Å, forces in eV/Å.

Its charge is +2. The value obtained for the LUMO energy is -8.746 eV. The calculation puts the gap between HOMO and LUMO at 0.318 hartree. For the HOMO energy, the calculation gives -17.39 eV.

No. 2
DFT (wB97M-V/def2-TZVPD) results for a molecular structure, C4H13N3O at a distorted geometry.

Structure (XYZ):
```
21
Properties=species:S:1:pos:R:3:forces:R:3
O -1.1219 -0.1931 -0.3993 1.539 1.381 -0.740
N 0.0530 2.4020 0.5457 0.383 0.495 -1.807
N -1.8899 -1.3606 1.3425 0.209 0.716 0.594
N 2.5184 -0.2282 -1.9887 0.463 -0.716 1.044
C 1.0962 1.3493 -1.2998 0.002 -0.583 0.872
C 1.6228 0.1708 -0.9607 0.632 1.097 -3.928
C -0.7104 -2.1220 1.6678 0.069 -0.573 -0.209
C -1.6429 0.0535 0.7887 -3.092 -2.511 1.396
H 1.3758 2.0194 -2.1145 0.014 -0.392 -0.007
H 0.3566 3.3694 0.7076 0.322 -0.070 0.217
H -2.4639 -1.8869 0.6912 0.071 0.250 -0.040
H 0.5230 2.3232 -0.7095 -1.332 -0.486 2.523
H -1.0429 -3.0646 2.1108 0.146 -0.054 0.003
H -0.0609 -1.6451 2.4031 -0.231 0.333 0.054
H 2.3737 0.0969 -2.9232 -0.116 0.086 -0.082
H -0.0823 -2.3754 0.8015 0.027 0.026 -0.060
H 1.4373 -0.6377 -0.2908 -0.570 0.330 1.072
H 2.9156 -1.1490 -1.9319 -0.114 -0.081 0.009
H -1.1631 0.5643 1.6283 0.775 0.091 -0.371
H -2.7213 0.4031 0.8416 0.866 0.423 -0.601
H 0.7304 1.7857 1.0021 -0.061 0.239 0.061
```
Positions in Å, forces in eV/Å.

Its charge is 0. The value obtained for the LUMO energy is -2.485 eV. The calculation puts the gap between HOMO and LUMO at 0.160 hartree. For the HOMO energy, the calculation gives -6.83 eV.

No. 3
DFT (wB97M-V/def2-TZVPD) results for 2 unconnected molecules or ions with the total composition C4H13N3O.

Structure (XYZ):
```
21
Properties=species:S:1:pos:R:3:forces:R:3
O 0.4266 -0.9964 -2.4157 0.127 -0.129 0.434
N -1.7543 -0.3656 -0.2743 0.005 0.070 0.054
N -0.4866 1.7181 -0.6986 -0.045 0.001 0.040
N 0.8632 -1.5787 -1.1416 -0.332 0.380 -0.006
C 1.8964 -0.8354 0.9215 -0.079 0.005 -0.031
C -0.7084 0.5573 0.1079 0.487 -0.473 -0.182
C -0.7625 0.8706 1.5758 -0.047 0.009 -0.022
C 1.1853 -0.4717 -0.3522 -0.044 0.324 0.007
H -0.4116 1.4852 -1.6821 -0.020 -0.011 0.033
H 1.9187 0.0056 1.6120 -0.003 -0.013 -0.019
H -1.9735 -0.3467 -1.2604 0.019 0.024 0.039
H 1.5268 0.4325 -0.8547 -0.032 -0.007 -0.022
H -2.5907 -0.3458 0.2985 0.094 0.040 -0.038
H 0.1006 -1.7751 -2.8799 0.023 0.048 0.043
H -1.2115 2.4244 -0.5757 0.054 -0.088 -0.001
H -1.6719 1.4444 1.8161 0.060 -0.040 -0.036
H 1.4208 -1.6879 1.4085 0.000 0.021 -0.043
H -0.7786 -0.0403 2.1766 -0.003 0.012 -0.032
H 2.9245 -1.1155 0.6803 -0.060 0.019 -0.013
H -0.0067 -0.8535 -0.3337 -0.191 -0.181 -0.182
H 0.0936 1.4744 1.8716 -0.012 -0.011 -0.023
```
Positions in Å, forces in eV/Å.

Its charge is 0. The value obtained for the LUMO energy is 0.952 eV. The calculation puts the gap between HOMO and LUMO at 0.286 hartree. For the HOMO energy, the calculation gives -6.83 eV.

No. 4
DFT (wB97M-V/def2-TZVPD) results for a molecular structure, C4H13N3O at a distorted geometry.

Structure (XYZ):
```
21
Properties=species:S:1:pos:R:3:forces:R:3
O -1.0510 -1.3275 0.0538 0.041 0.156 -0.070
N -1.3442 0.4003 -1.6375 0.379 -0.201 0.324
N 0.6206 0.9051 1.1367 -0.038 0.052 -0.103
N 0.4944 0.6735 -0.2617 -0.525 -0.230 -0.246
C 0.4329 -1.4538 -1.8487 0.053 0.158 0.144
C -0.4524 -0.7325 -0.8413 -0.319 0.715 -0.374
C 1.2520 -0.2242 1.8251 -0.108 0.064 -0.151
C -0.6564 1.2999 1.7255 0.073 -0.096 -0.097
H 2.2274 -0.4134 1.3704 -0.025 0.008 0.006
H -2.2913 0.3677 -1.2770 0.002 -0.123 -0.142
H -0.1788 -2.1599 -2.4117 -0.013 0.039 0.030
H 0.6519 -1.1379 1.7876 0.022 0.028 0.005
H 1.4281 0.6964 -0.6660 -0.060 0.093 0.011
H -0.4397 1.1627 -0.9704 0.690 -0.450 0.676
H 1.4212 0.0639 2.8637 -0.025 0.004 -0.045
H -1.4063 0.5029 1.6991 0.016 0.023 0.006
H -1.3138 0.4014 -2.6507 -0.151 -0.214 0.056
H 0.9264 -0.7727 -2.5460 -0.023 -0.010 0.010
H -0.4761 1.5914 2.7614 0.010 -0.014 -0.045
H 1.1906 -2.0152 -1.3019 -0.020 0.006 -0.010
H -1.0355 2.1719 1.1894 0.019 -0.008 0.014
```
Positions in Å, forces in eV/Å.

Its charge is 0. The value obtained for the LUMO energy is 0.868 eV. The calculation puts the gap between HOMO and LUMO at 0.316 hartree. For the HOMO energy, the calculation gives -7.73 eV.